A cluster of 3 separate species, C11H27IN3O9P2S4 in total, computed with ωB97M-V/def2-TZVPD.

Values from the calculation:
charge: +1
energy: -104757.2170 eV
orbital gap: 8.253 eV
LUMO: -4.182 eV

Last column: Mulliken charge in e.
Cartesian coordinates (Å):
O (5.4679, 2.0449, 1.7263)  -0.43
P (4.8197, 0.8541, 2.6841)  -0.02
I (4.7766, 1.7830, 4.9477)  0.03
N (3.1573, 0.8269, 2.0627)  0.38
C (2.2800, 1.8602, 2.3105)  -0.48
N (1.1204, 1.5932, 1.7479)  -0.64
N (1.2934, 0.3958, 1.1842)  1.26
C (0.1498, -0.2234, 0.4939)  -0.75
C (-1.1178, -0.0801, 1.4224)  -0.83
C (-0.8765, -0.5642, 2.8815)  -0.52
S (-0.3348, -2.3269, 2.9756)  -0.21
C (2.5066, -0.1259, 1.3139)  0.21
P (3.2340, -1.7375, 0.7251)  0.84
O (4.7738, -1.3931, 0.2845)  -0.42
O (3.3718, -2.6951, 2.0371)  -0.48
S (2.3636, -2.5034, -0.7859)  -0.29
H (6.4331, 1.9287, 1.6740)  0.34
H (2.4412, 2.7867, 2.8698)  0.46
H (-0.0701, 0.3093, -0.4548)  0.06
H (0.2692, -1.3031, 0.3221)  0.29
H (-1.5615, 0.9284, 1.3602)  0.43
H (-1.8586, -0.7806, 0.9685)  0.41
H (-0.0806, 0.0181, 3.3930)  0.28
H (-1.8018, -0.3858, 3.4637)  0.43
H (0.7279, -2.3459, 3.8364)  0.11
H (5.3173, -1.1877, 1.0714)  0.29
H (2.5976, -2.5260, 2.6099)  0.27
O (-2.9390, -2.5982, -0.5037)  -0.61
S (-3.0741, -4.0168, -0.6992)  1.21
O (-2.4736, -4.6748, -1.8167)  -0.61
O (-4.6217, -4.4028, -0.6419)  -0.29
C (-5.5339, -3.7000, -1.5039)  -0.32
C (-5.4729, -4.2143, -2.9290)  -0.98
C (-2.5861, -4.8435, 0.7788)  -0.95
H (-5.3479, -2.6246, -1.4627)  0.29
H (-6.5315, -3.8700, -1.0999)  0.28
H (-4.5163, -3.9726, -3.3936)  0.29
H (-6.2646, -3.7663, -3.5305)  0.39
H (-5.5788, -5.2996, -2.9519)  0.27
H (-3.0869, -4.3753, 1.6232)  0.31
H (-1.5066, -4.7360, 0.8738)  0.33
H (-2.8511, -5.8957, 0.7041)  0.38
O (-0.0472, 2.9565, -1.1089)  -0.65
S (1.1464, 3.7078, -1.3775)  1.23
O (1.6447, 4.6774, -0.4499)  -0.63
O (1.0267, 4.3777, -2.8170)  -0.25
C (-0.1315, 5.1853, -3.1025)  -0.32
C (-0.0226, 6.5656, -2.4850)  -0.99
C (2.4511, 2.5837, -1.7720)  -0.74
H (-1.0418, 4.6768, -2.7783)  0.30
H (-0.1825, 5.2764, -4.1869)  0.29
H (-0.0660, 6.5140, -1.3964)  0.29
H (-0.8396, 7.2016, -2.8267)  0.39
H (0.9270, 7.0325, -2.7494)  0.27
H (2.0942, 1.8774, -2.5185)  0.32
H (2.7252, 2.0584, -0.8575)  0.05
H (3.3016, 3.1490, -2.1461)  0.42